1.
DFT (wB97M-V/def2-TZVPD) results for a cluster of 2 separate species, C3H12NO in total in a non-equilibrium geometry.

Geometry as XYZ:
```
17
C3H12NO | the Open Molecules 2025 dataset | wB97M-V/def2-TZVPD
C 1.50560 1.25944 -1.43465
O 1.76139 0.04537 -0.72338
H 0.87321 1.91957 -0.82478
H 2.42345 1.73628 -1.75633
H 0.81960 1.00107 -2.24478
H 2.53914 0.13958 -0.16268
C -1.68306 0.36193 -0.07061
N -0.56479 -0.39542 0.62490
C -1.09464 -1.39794 1.57368
H -1.34563 0.53729 -1.07850
H -2.52455 -0.31411 -0.06091
H -1.80331 1.29619 0.47703
H 0.12571 0.32834 1.00972
H 0.04144 -0.85763 -0.06244
H -1.56294 -2.20005 1.02821
H -1.85104 -0.89833 2.18894
H -0.33828 -1.61469 2.32315
```

Computed properties:
F_max, Eh/bohr: 0.0380
Relative energy (zero: lowest compared OMol25 entry of this formula, charge and spin), kJ/mol: 136.3
HOMO energy (alpha / beta), eV: -3.01 / -10.56
Multiplicity: 2
Gap between HOMO and LUMO (alpha / beta), eV: 4.07 / 11.26
Energy, eV: -6838.998

=====

2.
DFT (wB97M-V/def2-TZVPD) results for a structure of composition C26H47Cl3IrN3O4Si in a non-equilibrium geometry.

Geometry as XYZ:
```
85
C26H47Cl3IrN3O4Si | the Open Molecules 2025 dataset | wB97M-V/def2-TZVPD
C -4.14999 -3.91883 -1.31358
C -3.97065 -4.42614 -2.71345
H -5.17407 -3.56043 -1.16354
H -3.45102 -3.09895 -1.10064
H -3.96161 -4.71661 -0.57688
C -4.96473 -4.78380 -3.52796
C -6.40569 -4.83833 -3.14260
H -4.73978 -5.08571 -4.55595
H -6.71517 -3.98706 -2.52240
H -6.65831 -5.75978 -2.59735
H -7.01226 -4.83321 -4.05328
Ir 1.14341 1.59286 1.72767
Cl 2.91616 0.08698 1.49675
Cl -0.29704 -0.13254 1.23034
H 5.94460 4.61633 0.57469
H 6.19014 4.55360 3.19543
C 4.94323 5.01847 0.82749
C 5.11641 4.80064 3.26039
N 4.43870 4.41407 2.04423
H 4.28613 4.88078 -0.04188
C 3.66724 3.32482 2.12498
O 2.64795 3.16556 1.36552
H 4.66754 4.22718 4.08320
H 3.97525 2.60454 2.93733
H 5.07004 6.09475 1.00525
H 4.96813 5.87156 3.46355
H -3.31557 2.67758 1.07454
H -2.36495 1.20417 -0.96753
C -2.78067 3.54139 0.66063
C -2.12685 2.21626 -1.32063
N -1.71752 3.06866 -0.21684
H -2.36595 4.14693 1.46734
C -0.41398 3.24134 0.06562
O 0.48516 2.39149 -0.19045
H -1.35523 2.18314 -2.09672
H -0.16927 4.22667 0.52988
H -3.47668 4.12824 0.05783
H -3.03714 2.65998 -1.72892
O -2.17524 -3.19999 -3.71808
C -2.52655 -4.48011 -3.19753
C -2.34043 -5.39017 -5.59309
C -2.28014 -5.59533 -4.21159
H -2.53408 -4.38590 -5.98205
C -2.16510 -6.48436 -6.45035
H -1.91657 -4.69740 -2.30621
C -2.05590 -6.87536 -3.68508
H -2.20422 -6.32540 -7.53010
C -1.95609 -7.76533 -5.92673
C -1.90948 -7.96493 -4.54026
H -2.03769 -6.98247 -2.59603
H -1.83497 -8.61667 -6.59893
H -1.76463 -8.96102 -4.11874
Si -0.73904 -2.34787 -3.71693
Cl -0.58475 2.88888 2.73846
C -0.75744 -1.25896 -5.23378
C 0.65431 -3.59148 -3.79995
C -0.71038 -1.35401 -2.13808
H -1.06459 -1.82094 -6.12568
H 0.24354 -0.84485 -5.41883
H -1.45559 -0.42167 -5.10430
H -1.55286 -0.65058 -2.10323
H 0.21637 -0.77436 -2.03205
H -0.78491 -2.00251 -1.25653
H 0.51733 -4.30668 -4.62272
H 0.73548 -4.16201 -2.86534
H 1.60429 -3.06279 -3.96039
O 1.81952 1.73900 3.79758
C 2.01173 2.60253 4.69217
C 2.43286 2.09390 6.05641
C 3.80549 2.58732 6.50799
C 3.71484 3.96215 7.13983
C 3.34526 5.13662 6.25319
C 2.07641 5.08860 5.42267
N 1.97261 3.97257 4.43954
H 1.66747 2.29407 6.82953
H 2.49020 1.00811 5.94018
H 4.20728 1.85712 7.23169
H 4.48938 2.54447 5.65236
H 2.99606 3.89496 7.96309
H 4.68868 4.17231 7.58351
H 3.22254 5.99193 6.92925
H 4.19217 5.37263 5.61493
H 1.15889 5.09430 6.04796
H 2.03490 6.04236 4.86539
H 1.21709 4.18276 3.76477
```

Computed properties:
F_max, Eh/bohr: 0.0759
Relative energy (zero: lowest compared OMol25 entry of this formula, charge and spin), kJ/mol: 54.7
HOMO energy (alpha / beta), eV: -6.30 / -7.89
Multiplicity: 5
Gap between HOMO and LUMO (alpha / beta), eV: 6.49 / 6.87
Energy, eV: -88668.840

=====

3.
DFT (wB97M-V/def2-TZVPD) results for the molecule C15H13N3O3S2 in a non-equilibrium geometry.

Geometry as XYZ:
```
36
C15H13N3O3S2 | the Open Molecules 2025 dataset | wB97M-V/def2-TZVPD
C 2.29682 6.58056 -4.02170
O 3.28588 6.16086 -3.10606
C 3.48162 4.77860 -3.05828
C 2.32742 3.99944 -2.40945
O 1.29398 4.50195 -2.03667
N 2.61956 2.66435 -2.31981
N 1.89774 1.63549 -1.82047
C 0.73671 1.78024 -1.30709
C 0.03609 0.63949 -0.79873
C -1.20907 0.57071 -0.21032
C -1.43827 -0.78040 0.10363
C -0.30891 -1.44125 -0.30437
S 0.15949 -3.12852 -0.31789
C -0.70951 -3.76428 1.04452
N -1.47315 -3.11227 1.83501
C -1.99410 -3.91267 2.81066
C -2.85528 -3.50017 3.82246
C -3.29843 -4.43221 4.73720
C -2.89866 -5.76405 4.65949
C -2.04349 -6.19522 3.66290
C -1.59443 -5.26587 2.74196
S -0.52198 -5.49352 1.38719
O 0.57999 -0.60003 -0.85096
H 2.30573 7.66775 -3.99276
H 2.53630 6.23865 -5.03700
H 1.30627 6.21657 -3.74062
H 4.38636 4.62868 -2.46078
H 3.64973 4.36968 -4.07019
H 3.51634 2.34359 -2.66275
H 0.20950 2.72569 -1.21352
H -1.87370 1.39101 -0.03219
H -2.29267 -1.21327 0.57751
H -3.15533 -2.46599 3.87264
H -3.96634 -4.12575 5.52790
H -3.26114 -6.47234 5.38874
H -1.73111 -7.22551 3.59982
```

Computed properties:
F_max, Eh/bohr: 0.0244
SMILES string: COCC(=O)N/N=C/c1ccc(Sc2nc3ccccc3s2)o1
Relative energy (zero: lowest compared OMol25 entry of this formula, charge and spin), kJ/mol: 282.2
HOMO energy, eV: -7.77
Gap between HOMO and LUMO, eV: 8.10
Energy, eV: -48047.420

=====

4.
DFT (wB97M-V/def2-TZVPD) results for a cluster of 2 separate species, C4H7BO2 in total in a non-equilibrium geometry.

Geometry as XYZ:
```
14
C4H7BO2 | the Open Molecules 2025 dataset | wB97M-V/def2-TZVPD
C -2.35850 1.01975 1.35673
C -1.88608 -0.22308 1.83160
C -1.89709 -1.37410 0.92636
O -2.48658 -1.43948 -0.12776
H -2.43727 1.93591 1.79966
H -2.99986 1.04928 0.51128
H -1.44468 -0.27024 2.79809
H -1.24633 -2.16637 1.25172
C 2.19981 -1.74390 0.30183
B 1.30493 -0.54686 0.44647
O 0.56308 0.39642 0.59024
H 2.10480 -2.58471 1.04281
H 3.26381 -1.49768 0.24246
H 2.15845 -2.41433 -0.56730
```

Computed properties:
F_max, Eh/bohr: 0.1069
SMILES string: C=CC=O.CB=O
Relative energy (zero: lowest compared OMol25 entry of this formula, charge and spin), kJ/mol: 213.1
HOMO energy, eV: -9.59
Gap between HOMO and LUMO, eV: 9.77
Energy, eV: -9032.104

=====

5.
DFT (wB97M-V/def2-TZVPD) results for a cluster of 2 separate species, C10H10N2 in total in a non-equilibrium geometry.

Geometry as XYZ:
```
22
C10H10N2 | the Open Molecules 2025 dataset | wB97M-V/def2-TZVPD
C -2.42475 1.97028 0.07297
C -3.22834 0.85751 -0.16392
C -1.05368 1.86791 0.40423
C -2.65079 -0.40594 -0.37887
C -0.48390 0.62949 0.29193
C -1.24294 -0.52532 -0.14527
C 0.84026 0.05742 0.53235
C 0.97231 -1.22257 0.29228
C -0.35982 -1.76629 -0.30164
C 2.18966 -2.04646 0.13268
N 3.56071 2.39453 0.18170
N 3.53976 1.25260 0.47025
H -2.86221 2.92910 0.15559
H -4.18432 1.03111 -0.51575
H -0.54619 2.84374 0.57160
H -3.26086 -1.31099 -0.58514
H -0.66899 -2.63888 0.22900
H -0.16412 -2.07809 -1.28812
H 3.03243 -1.43689 0.12727
H 2.11038 -2.69707 -0.77520
H 2.45288 -2.68054 0.98741
H 4.43253 2.97538 -0.29537
```

Computed properties:
F_max, Eh/bohr: 0.0616
Relative energy (zero: lowest compared OMol25 entry of this formula, charge and spin), kJ/mol: 597.0
HOMO energy (alpha / beta), eV: -8.13 / -8.05
Gap between HOMO and LUMO (alpha / beta), eV: 8.33 / 8.09
Energy, eV: -13506.907

=====

6.
DFT (wB97M-V/def2-TZVPD) results for a structure of composition C23H33Cl2IrNO4SSi.

Geometry as XYZ:
```
66
C23H33Cl2IrNO4SSi | the Open Molecules 2025 dataset | wB97M-V/def2-TZVPD
Ir -0.39294 0.07404 -0.31430
C -0.20162 -0.18817 2.98721
C 1.28968 -0.01968 3.11068
O 1.83638 -0.72018 2.01938
C 3.03097 -0.27453 1.42938
C 2.77818 -0.25734 -0.06076
O 1.66727 0.62652 -0.41547
C 1.97011 2.02496 -0.19889
C 0.81918 2.86056 -0.70101
O -0.41391 2.34304 -0.15750
C -0.63809 2.80659 1.20051
C -1.38902 1.74620 1.95742
O -0.69923 0.49757 1.80262
H -0.73221 0.20402 3.85363
H -0.44772 -1.23995 2.85580
H 1.62506 -0.43575 4.06639
H 1.57087 1.04111 3.08825
H 3.85593 -0.96302 1.63483
H 3.33017 0.70596 1.81080
H 2.48224 -1.24242 -0.41130
H 3.65120 0.07857 -0.62253
H 2.87897 2.26582 -0.75348
H 2.15373 2.18913 0.86312
H 0.72658 2.82224 -1.78041
H 0.94877 3.90079 -0.39886
H -1.20349 3.73836 1.15754
H 0.32395 2.99429 1.67959
H -2.39989 1.62011 1.56914
H -1.45528 2.01450 3.01128
Cl -2.66674 -0.32838 -0.31994
C -2.86025 -2.02119 0.20287
C -4.14640 -2.48292 0.38859
C -4.29218 -3.81259 0.74953
C -3.17473 -4.62198 0.90064
C -1.90566 -4.10929 0.69645
Cl -0.52344 -5.12470 0.86212
C -1.71162 -2.77029 0.33904
S -0.08816 -2.15832 0.08566
H -5.00207 -1.83500 0.25640
H -5.28004 -4.21975 0.91114
H -3.28186 -5.66166 1.17738
C -0.10403 -1.31710 -5.07738
Si 0.04241 -1.76876 -3.27765
C 1.74977 -2.40839 -2.91375
C -1.36634 -2.92953 -2.90878
N -0.22802 -0.18669 -2.28815
C -0.31682 0.98709 -3.03335
C 0.73713 1.34576 -3.89276
C 0.69059 2.53871 -4.58683
C -0.42666 3.36370 -4.48370
C -1.48984 3.00035 -3.66375
C -1.43085 1.83460 -2.92317
H -0.19724 -2.26779 -5.61097
H 0.75139 -0.79656 -5.50280
H -1.00474 -0.74033 -5.29683
H 1.98891 -3.15535 -3.67573
H 1.83384 -2.89254 -1.94238
H 2.50468 -1.62285 -2.99612
H -1.64081 -3.41573 -3.84762
H -2.25900 -2.41689 -2.54739
H -1.09568 -3.70216 -2.19135
H 1.60576 0.70540 -3.96526
H 1.51789 2.82208 -5.22337
H -0.47229 4.28304 -5.05162
H -2.36837 3.62854 -3.60550
H -2.26639 1.54849 -2.29953
```

Computed properties:
F_max, Eh/bohr: 0.0032
Relative energy (zero: lowest compared OMol25 entry of this formula, charge and spin), kJ/mol: 1.8
HOMO energy (alpha / beta), eV: -13.56 / -13.56
Multiplicity: 2
Net charge: +2
Gap between HOMO and LUMO (alpha / beta), eV: 7.24 / 5.73
Energy, eV: -80648.497

=====

7.
DFT (wB97M-V/def2-TZVPD) results for a cluster of 2 separate species, H3INO2P in total in a non-equilibrium geometry.

Geometry as XYZ:
```
8
H3INO2P | the Open Molecules 2025 dataset | wB97M-V/def2-TZVPD
O -0.82552 0.53694 -1.85197
P -0.20228 -0.76633 -1.65893
N 0.07290 -1.35327 -3.20339
I 0.90317 -3.14990 -3.71636
H -0.17792 -0.77081 -3.99740
O 0.46515 0.24302 2.39298
H 0.24005 0.42540 1.48011
H -0.32727 0.40527 2.90880
```

Computed properties:
F_max, Eh/bohr: 0.0254
SMILES string: O=PNI.O
Relative energy (zero: lowest compared OMol25 entry of this formula, charge and spin), kJ/mol: 36.1
HOMO energy, eV: -9.80
Gap between HOMO and LUMO, eV: 9.07
Energy, eV: -23023.196

=====

8.
DFT (wB97M-V/def2-TZVPD) results for a structure of composition C26H34N4O2W.

Geometry as XYZ:
```
67
C26H34N4O2W | the Open Molecules 2025 dataset | wB97M-V/def2-TZVPD
W 0.25667 -0.39600 0.26370
C -1.11716 -2.24798 -3.64848
C -1.58181 -2.08967 -2.23533
C -1.72250 -0.82639 -1.65498
C -2.17302 -0.69652 -0.32566
C -2.39489 -1.83948 0.45683
C -2.25169 -3.09595 -0.12403
C -1.87721 -3.20958 -1.45249
H -1.10449 -1.29348 -4.17211
H -1.76416 -2.93215 -4.19694
H -0.11116 -2.67433 -3.65723
H -1.59706 0.06246 -2.26516
H -2.51629 0.26315 0.03102
H -2.80467 -1.72074 1.45217
H -2.46893 -3.98463 0.45365
H -1.80466 -4.19324 -1.90040
C -0.35545 -0.83614 3.31381
N -0.16196 0.28926 2.36452
C 0.87593 1.20214 2.96840
C -1.35108 1.15977 2.25937
C -2.29471 1.32980 3.25254
C -3.21590 2.36398 3.13560
C -3.13063 3.24082 2.06880
C -2.20130 3.05172 1.05177
C -1.33848 1.95968 1.10395
N -0.44796 1.50565 0.12368
C -0.22110 2.11004 -1.12739
C -1.09249 2.92791 -1.84733
C -0.70505 3.43083 -3.08053
C 0.52967 3.11969 -3.62444
C 1.37381 2.24823 -2.95264
C 0.97707 1.72803 -1.73259
N 1.78673 0.74949 -0.97192
C 2.43974 -0.21039 -1.90934
C 2.84351 1.52698 -0.26017
H -0.67624 -0.46335 4.28439
H -1.09615 -1.53200 2.92456
H 0.59144 -1.34911 3.46039
H 0.45989 1.63465 3.87810
H 1.77548 0.65844 3.25352
H 1.10036 1.99756 2.26444
H -2.31769 0.69851 4.12878
H -3.96762 2.50103 3.89901
H -3.80590 4.08298 2.00821
H -2.16452 3.76534 0.24866
H -2.08361 3.14819 -1.49095
H -1.38521 4.06980 -3.62665
H 0.82698 3.52690 -4.57980
H 2.32165 1.98112 -3.39630
H 3.09976 0.31374 -2.59659
H 3.05318 -0.91615 -1.35108
H 1.68411 -0.76064 -2.46766
H 3.40958 2.10111 -0.99403
H 2.37044 2.21715 0.43376
H 3.53909 0.87433 0.26518
N 2.13888 -1.09473 1.27064
C 2.18600 -2.55502 1.64427
C 2.45665 -3.42411 0.43184
C 1.60470 -3.02854 -0.75482
O 1.75863 -3.38047 -1.88412
O 0.59398 -2.20546 -0.39644
H 2.90023 -0.94850 0.61007
H 2.40788 -0.53840 2.07666
H 1.23048 -2.81831 2.09185
H 2.96635 -2.70208 2.39197
H 2.23679 -4.46569 0.67992
H 3.50709 -3.41124 0.13158
```

Computed properties:
F_max, Eh/bohr: 0.0156
Relative energy (zero: lowest compared OMol25 entry of this formula, charge and spin), kJ/mol: 70.0
HOMO energy (alpha / beta), eV: -13.31 / -13.68
Multiplicity: 3
Net charge: +2
Gap between HOMO and LUMO (alpha / beta), eV: 6.47 / 6.59
Energy, eV: -39380.838

=====

Number 4 is which compound? C4H7BO2

=====

Which of these has the highest energy? C3H12NO

=====

Among the records above, which one has the highest energy? C3H12NO

=====

What is the formula in the first record? C3H12NO